(1)
This record from the Open Molecules 2025 dataset describes 6 unconnected molecules or ions with the total composition C13H21N3O11S2. The level of theory is ωB97M-V/def2-TZVPD.

Last columns: bonded neighbours and bond lengths (Å).
Cartesian coordinates (Å):
1 C -0.26 -3.11 -4.25  C2 1.535, O6 1.443, H7 1.074, H8 1.120
2 C 0.15 -2.56 -5.63  C1 1.535, O3 1.386, H9 1.123, H10 1.074
3 O 1.43 -2.07 -5.47  C2 1.386, C4 1.381
4 C 1.67 -1.87 -4.13  O3 1.381, O5 1.181, O6 1.393
5 O 2.60 -1.31 -3.66  C4 1.181
6 O 0.69 -2.49 -3.36  C1 1.443, C4 1.393
7 H -0.18 -4.18 -4.24  C1 1.074
8 H -1.26 -2.73 -3.91  C1 1.120
9 H -0.51 -1.72 -5.98  C2 1.123
10 H 0.10 -3.28 -6.42  C2 1.074
11 C -4.72 1.13 -0.20  C12 1.523, O17 1.510, H18 1.114, H19 1.064
12 C -6.01 1.78 0.29  C11 1.523, O13 1.465, H20 1.093, H21 1.076
13 O -6.33 2.73 -0.78  C12 1.465, S14 1.647
14 S -4.89 3.37 -1.28  O13 1.647, O15 1.432, O16 1.417, O17 1.613
15 O -4.39 4.29 -0.29  S14 1.432
16 O -4.89 3.72 -2.65  S14 1.417
17 O -4.00 2.03 -1.17  C11 1.510, S14 1.613
18 H -4.79 0.16 -0.75  C11 1.114
19 H -4.02 1.02 0.60  C11 1.064
20 H -5.83 2.35 1.21  C12 1.093
21 H -6.82 1.11 0.49  C12 1.076
22 C 4.37 -3.25 3.49  C23 1.544, O28 1.457, H29 1.104, H30 1.066
23 C 2.84 -3.08 3.58  C22 1.544, O24 1.435, H31 1.081, H32 1.115
24 O 2.52 -2.25 2.46  C23 1.435, S25 1.605
25 S 3.63 -2.41 1.31  O24 1.605, O26 1.414, O27 1.426, O28 1.590
26 O 4.26 -1.16 1.13  S25 1.414
27 O 3.00 -3.10 0.23  S25 1.426
28 O 4.58 -3.44 2.06  C22 1.457, S25 1.590
29 H 4.68 -4.20 3.97  C22 1.104
30 H 4.95 -2.43 3.82  C22 1.066
31 H 2.52 -2.58 4.48  C23 1.081
32 H 2.31 -4.06 3.49  C23 1.115
33 C -1.33 3.42 1.79  C34 1.449, H36 1.081, H37 1.120, H38 1.083
34 C -2.55 2.82 2.28  C33 1.449, N35 1.123
35 N -3.53 2.40 2.65  C34 1.123
36 H -1.29 4.50 1.87  C33 1.081
37 H -1.25 3.09 0.72  C33 1.120
38 H -0.48 3.05 2.34  C33 1.083
39 C 3.29 2.52 1.46  C40 1.443, H42 1.080, H43 1.074, H44 1.078
40 C 3.64 3.08 2.74  C39 1.443, N41 1.147
41 N 3.83 3.60 3.75  C40 1.147
42 H 3.30 3.32 0.73  C39 1.080
43 H 2.34 2.03 1.42  C39 1.074
44 H 4.01 1.77 1.15  C39 1.078
45 C 0.89 -0.51 -0.34  C46 1.458, H48 1.046, H49 1.084, H50 1.098
46 C -0.39 0.00 0.14  C45 1.458, N47 1.176
47 N -1.49 0.39 0.32  C46 1.176
48 H 1.57 -0.57 0.45  C45 1.046
49 H 1.25 0.18 -1.10  C45 1.084
50 H 0.81 -1.49 -0.82  C45 1.098

SMILES ... O=S1(=O)OCCO1.O=S1(=O)OCCO1.O=C1OCCO1.CC#N.CC#N.CC#N
Net charge ... 0
Frontier orbital gap ... 0.4002 hartree
Electronic energy ... -2296.15073 Eh
LUMO level ... 0.215 eV

(2)
This record from the Open Molecules 2025 dataset describes a single CHF2NO2S molecule. The level of theory is ωB97M-V/def2-TZVPD.

Last columns: bonded neighbours and bond lengths (Å).
Cartesian coordinates (Å):
1 C 0.69 -1.04 -0.49  O3 1.163, F5 1.307, S7 1.944
2 N -1.48 0.58 -0.07  S7 1.509, H8 1.096
3 O 0.35 -1.32 -1.56  C1 1.163
4 O 0.90 1.62 0.31  S7 1.428
5 F 1.52 -1.72 0.26  C1 1.307
6 F -0.07 -0.03 1.89  S7 1.620
7 S -0.03 0.54 0.38  C1 1.944, N2 1.509, O4 1.428, F6 1.620
8 H -1.89 1.36 -0.72  N2 1.096

SMILES ... N=[S@@](=O)(F)C(=O)F
Net charge ... 0
Frontier orbital gap ... 0.4164 hartree
Electronic energy ... -841.78638 Eh
Energy relative to the best compared isomer or geometry (same formula, charge and spin) ... 153.8 kJ/mol
LUMO level ... 0.080 eV